(1)
Density functional theory data (ωB97M-V/def2-TZVPD) for a cluster of 4 separate species, C28H55F4N2O7 in total.

Atoms and positions in Å:
1 C -0.67 4.91 -5.88
2 C -2.04 4.54 -5.27
3 C -2.44 3.08 -5.44
4 O -1.31 2.17 -5.44
5 C -1.27 1.26 -4.48
6 N -2.17 0.34 -4.13
7 C -3.47 0.15 -4.76
8 C -4.20 -1.12 -4.32
9 O -3.39 -2.26 -4.32
10 C -4.95 -0.96 -3.01
11 F -4.13 -0.83 -1.95
12 F -5.73 0.12 -3.05
13 F -5.71 -2.02 -2.78
14 C -1.59 -0.38 -3.09
15 C -0.39 0.08 -2.82
16 C 0.55 -0.45 -1.79
17 C -0.07 -0.54 -0.39
18 C 0.14 0.72 0.42
19 O 1.54 1.07 0.36
20 C 1.78 2.39 0.66
21 C 1.24 2.96 1.95
22 O 2.45 3.07 -0.08
23 N -0.21 1.14 -3.73
24 C 1.01 1.95 -3.82
25 C 0.96 3.07 -2.78
26 F 2.10 1.16 -3.70
27 H -0.07 4.06 -6.19
28 H -0.11 5.47 -5.14
29 H -0.76 5.56 -6.74
30 H -2.09 4.84 -4.23
31 H -2.80 5.12 -5.78
32 H -3.19 2.83 -4.70
33 H -2.92 2.97 -6.41
34 H -3.31 0.09 -5.83
35 H -4.13 0.98 -4.56
36 H -4.99 -1.28 -5.06
37 H -3.68 -2.88 -5.00
38 H -2.03 -1.22 -2.60
39 H 0.76 -1.48 -2.08
40 H 1.51 0.05 -1.77
41 H 0.47 -1.34 0.11
42 H -1.12 -0.85 -0.41
43 H -0.48 1.53 0.03
44 H -0.11 0.55 1.46
45 H 0.16 2.91 1.95
46 H 1.51 4.01 1.99
47 H 1.63 2.45 2.82
48 H 1.06 2.41 -4.81
49 H 0.55 3.94 -3.29
50 H 1.94 3.27 -2.38
51 H 0.27 2.80 -1.98
52 C -7.37 0.14 -0.45
53 C -6.27 0.45 0.56
54 O -6.65 1.39 1.55
55 C -7.73 1.01 2.38
56 C -7.47 -0.24 3.20
57 H -7.76 1.06 -0.88
58 H -6.98 -0.48 -1.24
59 H -8.20 -0.39 0.01
60 H -5.42 0.89 0.04
61 H -5.91 -0.48 1.03
62 H -8.65 0.91 1.79
63 H -7.89 1.86 3.05
64 H -7.40 -1.13 2.57
65 H -8.28 -0.40 3.91
66 H -6.53 -0.15 3.75
67 C 5.52 -2.24 2.09
68 C 4.72 -1.22 2.88
69 O 5.52 -0.25 3.53
70 C 6.31 0.57 2.69
71 C 5.49 1.40 1.72
72 H 6.29 -2.69 2.71
73 H 4.87 -3.03 1.72
74 H 6.01 -1.79 1.22
75 H 4.17 -1.74 3.67
76 H 3.97 -0.74 2.24
77 H 7.05 -0.03 2.15
78 H 6.86 1.23 3.36
79 H 4.99 0.78 0.98
80 H 6.13 2.11 1.19
81 H 4.72 1.96 2.26
82 C 5.32 -6.57 5.45
83 C 5.09 -5.25 4.73
84 O 4.24 -4.36 5.42
85 C 4.69 -3.93 6.70
86 C 6.00 -3.16 6.65
87 H 4.36 -7.03 5.72
88 H 5.87 -7.26 4.81
89 H 5.89 -6.44 6.37
90 H 4.61 -5.45 3.78
91 H 6.05 -4.76 4.50
92 H 4.76 -4.78 7.38
93 H 3.91 -3.28 7.08
94 H 6.83 -3.80 6.36
95 H 6.23 -2.75 7.63
96 H 5.94 -2.34 5.93

Total charge = +1
DFT total energy = -58103.3684 eV
Orbital gap = 8.4 eV



(2)
Density functional theory data (ωB97M-V/def2-TZVPD) for a structure of composition C28H56Br3CdCl2N11.

Atoms and positions in Å:
1 Cd 0.46 -0.24 0.40
2 C -2.52 -4.98 1.67
3 N -2.51 -3.62 1.12
4 C -3.80 -3.19 0.59
5 C -1.34 -2.96 0.93
6 N -1.22 -1.66 1.04
7 C -2.31 -0.90 1.65
8 C -1.85 0.46 2.15
9 N -1.23 1.29 1.10
10 C -0.52 2.43 1.71
11 C 0.83 2.06 2.30
12 N 1.68 1.45 1.30
13 C 2.98 1.67 1.33
14 N 3.65 2.07 2.44
15 C 4.79 2.98 2.35
16 C 3.29 1.67 3.79
17 N 3.71 1.46 0.19
18 C 5.09 1.01 0.23
19 C 3.33 2.14 -1.05
20 C -2.31 1.81 0.22
21 C -1.87 2.44 -1.11
22 N -2.30 1.60 -2.20
23 C -2.78 2.17 -3.26
24 N -2.52 3.47 -3.63
25 C -3.53 4.33 -4.22
26 C -1.19 4.03 -3.58
27 N -3.60 1.43 -4.09
28 C -4.62 0.56 -3.54
29 C -3.74 1.71 -5.51
30 N -0.21 -3.69 0.53
31 C 0.77 -4.12 1.53
32 C -0.46 -4.73 -0.47
33 H -3.36 -5.05 2.36
34 H -1.62 -5.18 2.24
35 H -2.65 -5.74 0.90
36 H -4.27 -4.04 0.11
37 H -3.67 -2.42 -0.16
38 H -4.47 -2.83 1.37
39 H -2.73 -1.44 2.50
40 H -3.12 -0.75 0.94
41 H -1.12 0.32 2.95
42 H -2.71 0.98 2.58
43 H -1.14 2.88 2.49
44 H -0.37 3.18 0.93
45 H 0.68 1.40 3.16
46 H 1.28 2.99 2.68
47 H 4.86 3.42 1.36
48 H 5.73 2.47 2.60
49 H 4.65 3.79 3.07
50 H 2.59 0.85 3.78
51 H 2.87 2.50 4.36
52 H 4.20 1.34 4.31
53 H 5.81 1.82 0.07
54 H 5.24 0.28 -0.57
55 H 5.30 0.53 1.18
56 H 2.28 2.39 -1.03
57 H 3.54 1.50 -1.90
58 H 3.92 3.06 -1.17
59 H -2.87 2.55 0.82
60 H -2.98 1.00 -0.04
61 H -0.77 2.56 -1.11
62 H -2.31 3.43 -1.18
63 H -4.53 3.92 -4.07
64 H -3.37 4.50 -5.29
65 H -3.49 5.31 -3.72
66 H -0.46 3.26 -3.33
67 H -1.12 4.84 -2.84
68 H -0.93 4.45 -4.55
69 H -4.37 0.32 -2.51
70 H -5.60 1.05 -3.57
71 H -4.69 -0.36 -4.12
72 H -4.65 2.27 -5.75
73 H -3.79 0.77 -6.05
74 H -2.88 2.27 -5.88
75 H 0.70 -3.51 2.42
76 H 1.78 -4.04 1.12
77 H 0.61 -5.17 1.81
78 H -0.71 -5.70 -0.04
79 H 0.46 -4.86 -1.06
80 H -1.25 -4.43 -1.15
81 Br -0.88 -1.71 -2.40
82 C -0.20 -0.43 -3.67
83 Br 0.94 0.84 -2.79
84 H -1.04 0.10 -4.08
85 H 0.39 -0.96 -4.41
86 Cl 2.44 -1.82 -0.79
87 C 2.82 -2.83 -2.22
88 Cl 3.47 -1.91 -3.56
89 H 1.90 -3.32 -2.53
90 H 3.56 -3.55 -1.89
91 Br 3.97 -3.19 6.06
92 C 3.07 -2.40 4.61
93 C 3.76 -2.06 3.46
94 C 3.05 -1.47 2.42
95 N 1.74 -1.23 2.47
96 C 1.09 -1.57 3.59
97 C 1.71 -2.14 4.69
98 H 4.82 -2.24 3.37
99 H 3.57 -1.17 1.53
100 H 0.03 -1.37 3.61
101 H 1.14 -2.38 5.58

Total charge = +2
DFT total energy = -286059.4996 eV
Orbital gap = 7.7 eV



(3)
Density functional theory data (ωB97M-V/def2-TZVPD) for a cluster of 2 separate species, C28H56BrF4N3O4P in total.

Atoms and positions in Å:
1 C -0.55 5.47 4.01
2 C -0.17 3.90 4.10
3 C -1.22 3.06 4.99
4 C -1.83 1.82 4.17
5 C -2.70 2.31 2.91
6 C -3.66 1.18 2.33
7 C -3.39 1.01 0.77
8 C -4.68 0.60 -0.09
9 C -5.03 1.74 -1.18
10 C -4.55 1.36 -2.65
11 C -2.97 1.18 -2.77
12 C -2.22 2.38 -3.51
13 C -1.06 3.06 -2.64
14 C 0.39 2.59 -3.09
15 C 0.72 1.22 -2.36
16 O 1.77 0.46 -2.98
17 P 2.20 -0.87 -1.92
18 N 2.32 -2.22 -0.71
19 C 0.98 -2.60 -0.20
20 C 0.23 -3.71 -1.08
21 C 2.26 -2.02 -3.51
22 Br 1.88 -0.99 -5.22
23 C 3.51 -2.97 -3.66
24 C 3.44 -4.31 -2.76
25 C 4.11 -0.45 -1.84
26 F 4.26 0.56 -0.84
27 F 4.90 -1.52 -1.34
28 C 4.71 0.20 -3.15
29 F 6.14 0.13 -3.00
30 F 4.46 1.59 -3.25
31 O 1.99 0.15 -0.50
32 C 1.09 1.23 -0.80
33 N -0.06 1.11 0.16
34 C 1.78 2.62 -0.48
35 N 2.38 2.71 0.88
36 H 0.22 6.05 4.60
37 H -0.51 5.87 2.95
38 H -1.58 5.69 4.44
39 H 0.87 3.83 4.51
40 H -0.13 3.51 3.03
41 H -2.04 3.74 5.37
42 H -0.64 2.69 5.90
43 H -0.97 1.18 3.79
44 H -2.53 1.24 4.86
45 H -1.96 2.57 2.08
46 H -3.25 3.26 3.22
47 H -3.41 0.20 2.84
48 H -4.76 1.37 2.56
49 H -2.94 1.94 0.29
50 H -2.66 0.14 0.66
51 H -4.46 -0.36 -0.63
52 H -5.58 0.40 0.59
53 H -4.55 2.74 -0.93
54 H -6.16 1.86 -1.16
55 H -5.07 0.37 -2.90
56 H -4.96 2.10 -3.42
57 H -2.52 0.94 -1.76
58 H -2.80 0.25 -3.41
59 H -3.02 3.14 -3.81
60 H -1.78 1.97 -4.47
61 H -1.20 2.88 -1.52
62 H -1.15 4.18 -2.81
63 H 1.18 3.39 -2.98
64 H 0.35 2.35 -4.21
65 H -0.31 0.70 -2.35
66 H 0.76 -1.13 -1.97
67 H 2.76 -1.74 0.10
68 H 1.16 -3.11 0.81
69 H 0.30 -1.71 0.05
70 H -0.26 -3.29 -2.01
71 H -0.59 -4.13 -0.43
72 H 0.94 -4.57 -1.29
73 H 1.34 -2.69 -3.43
74 H 3.47 -3.38 -4.73
75 H 4.53 -2.50 -3.56
76 H 4.13 -5.10 -3.22
77 H 2.38 -4.71 -2.92
78 H 3.68 -4.12 -1.68
79 H 4.51 -0.35 -4.11
80 H -0.09 1.96 0.74
81 H -0.95 1.09 -0.34
82 H 2.52 2.84 -1.33
83 H 0.98 3.43 -0.55
84 H 3.01 3.52 0.84
85 H 2.98 1.90 1.08
86 O 1.27 -6.08 1.19
87 C 1.06 -5.64 2.28
88 O 0.94 -4.31 2.56
89 C 0.82 -4.13 3.97
90 C 0.32 -5.45 4.50
91 C 0.95 -6.44 3.55
92 H 1.80 -3.86 4.38
93 H 0.12 -3.31 4.17
94 H 0.57 -5.62 5.55
95 H -0.77 -5.50 4.41
96 H 1.95 -6.74 3.87
97 H 0.32 -7.32 3.40

Total charge = -1
DFT total energy = -132803.5606 eV
Orbital gap = 7.2 eV



What did the second record say?
Density functional theory data (ωB97M-V/def2-TZVPD) for a structure of composition C28H56Br3CdCl2N11.

Atoms and positions in Å:
1 Cd 0.46 -0.24 0.40
2 C -2.52 -4.98 1.67
3 N -2.51 -3.62 1.12
4 C -3.80 -3.19 0.59
5 C -1.34 -2.96 0.93
6 N -1.22 -1.66 1.04
7 C -2.31 -0.90 1.65
8 C -1.85 0.46 2.15
9 N -1.23 1.29 1.10
10 C -0.52 2.43 1.71
11 C 0.83 2.06 2.30
12 N 1.68 1.45 1.30
13 C 2.98 1.67 1.33
14 N 3.65 2.07 2.44
15 C 4.79 2.98 2.35
16 C 3.29 1.67 3.79
17 N 3.71 1.46 0.19
18 C 5.09 1.01 0.23
19 C 3.33 2.14 -1.05
20 C -2.31 1.81 0.22
21 C -1.87 2.44 -1.11
22 N -2.30 1.60 -2.20
23 C -2.78 2.17 -3.26
24 N -2.52 3.47 -3.63
25 C -3.53 4.33 -4.22
26 C -1.19 4.03 -3.58
27 N -3.60 1.43 -4.09
28 C -4.62 0.56 -3.54
29 C -3.74 1.71 -5.51
30 N -0.21 -3.69 0.53
31 C 0.77 -4.12 1.53
32 C -0.46 -4.73 -0.47
33 H -3.36 -5.05 2.36
34 H -1.62 -5.18 2.24
35 H -2.65 -5.74 0.90
36 H -4.27 -4.04 0.11
37 H -3.67 -2.42 -0.16
38 H -4.47 -2.83 1.37
39 H -2.73 -1.44 2.50
40 H -3.12 -0.75 0.94
41 H -1.12 0.32 2.95
42 H -2.71 0.98 2.58
43 H -1.14 2.88 2.49
44 H -0.37 3.18 0.93
45 H 0.68 1.40 3.16
46 H 1.28 2.99 2.68
47 H 4.86 3.42 1.36
48 H 5.73 2.47 2.60
49 H 4.65 3.79 3.07
50 H 2.59 0.85 3.78
51 H 2.87 2.50 4.36
52 H 4.20 1.34 4.31
53 H 5.81 1.82 0.07
54 H 5.24 0.28 -0.57
55 H 5.30 0.53 1.18
56 H 2.28 2.39 -1.03
57 H 3.54 1.50 -1.90
58 H 3.92 3.06 -1.17
59 H -2.87 2.55 0.82
60 H -2.98 1.00 -0.04
61 H -0.77 2.56 -1.11
62 H -2.31 3.43 -1.18
63 H -4.53 3.92 -4.07
64 H -3.37 4.50 -5.29
65 H -3.49 5.31 -3.72
66 H -0.46 3.26 -3.33
67 H -1.12 4.84 -2.84
68 H -0.93 4.45 -4.55
69 H -4.37 0.32 -2.51
70 H -5.60 1.05 -3.57
71 H -4.69 -0.36 -4.12
72 H -4.65 2.27 -5.75
73 H -3.79 0.77 -6.05
74 H -2.88 2.27 -5.88
75 H 0.70 -3.51 2.42
76 H 1.78 -4.04 1.12
77 H 0.61 -5.17 1.81
78 H -0.71 -5.70 -0.04
79 H 0.46 -4.86 -1.06
80 H -1.25 -4.43 -1.15
81 Br -0.88 -1.71 -2.40
82 C -0.20 -0.43 -3.67
83 Br 0.94 0.84 -2.79
84 H -1.04 0.10 -4.08
85 H 0.39 -0.96 -4.41
86 Cl 2.44 -1.82 -0.79
87 C 2.82 -2.83 -2.22
88 Cl 3.47 -1.91 -3.56
89 H 1.90 -3.32 -2.53
90 H 3.56 -3.55 -1.89
91 Br 3.97 -3.19 6.06
92 C 3.07 -2.40 4.61
93 C 3.76 -2.06 3.46
94 C 3.05 -1.47 2.42
95 N 1.74 -1.23 2.47
96 C 1.09 -1.57 3.59
97 C 1.71 -2.14 4.69
98 H 4.82 -2.24 3.37
99 H 3.57 -1.17 1.53
100 H 0.03 -1.37 3.61
101 H 1.14 -2.38 5.58

Total charge = +2
DFT total energy = -286059.4996 eV
Orbital gap = 7.7 eV



- Which of these has the highest DFT total energy?
  C28H55F4N2O7



- DFT total energy of number 1 (C28H55F4N2O7)?
  -58103.3684 eV